1.
Below is 9 unconnected molecules or ions with the total composition C37H70NO27P, with properties calculated with wB97M-V/def2-TZVPD.

SMILES string	O=[N+]([O-])c1ccccc1.COP(=O)(OC)OC.CCOC(=O)OC.CCOC(=O)OC.CCOC(=O)OC.CCOC(=O)OC.CCOC(=O)OC.CCOC(=O)OC.CCOC(=O)OC
E_HOMO	-10.1	eV
energy relative to the best compared isomer or geometry (same formula, charge and spin)	0.0	kJ/mol
2S+1	1

Each line ends with the Mulliken charge.
Cartesian coordinates (Å):
O  -12.54  -21.41  -21.35  -0.606
N  -11.88  -21.73  -20.39  0.932
O  -12.19  -21.56  -19.23  -0.476
C  -10.59  -22.39  -20.65  -0.477
C  -9.47  -21.60  -20.87  -0.329
C  -8.26  -22.27  -21.04  -0.644
C  -8.18  -23.65  -21.03  -0.621
C  -9.34  -24.41  -20.80  -0.802
C  -10.53  -23.76  -20.53  0.825
H  -9.47  -20.54  -20.65  0.449
H  -7.40  -21.66  -21.31  0.379
H  -7.24  -24.14  -21.23  0.449
H  -9.20  -25.48  -20.79  0.324
H  -11.45  -24.29  -20.31  0.490
C  -8.69  -22.66  -17.09  -0.352
O  -8.19  -22.44  -15.77  -0.379
P  -8.87  -21.30  -14.88  0.946
O  -10.16  -20.84  -15.37  -0.570
O  -8.85  -21.94  -13.45  -0.339
C  -9.58  -23.17  -13.22  -0.254
O  -7.78  -20.18  -14.74  -0.411
C  -6.48  -20.49  -14.23  -0.670
H  -9.42  -21.93  -17.41  0.364
H  -9.05  -23.69  -17.17  -0.045
H  -7.86  -22.68  -17.81  0.286
H  -9.96  -23.59  -14.14  -0.004
H  -10.43  -22.94  -12.58  0.292
H  -8.92  -23.83  -12.67  0.273
H  -5.77  -20.38  -15.05  0.257
H  -6.39  -21.50  -13.82  0.303
H  -6.22  -19.79  -13.45  0.252
C  -10.12  -28.60  -20.26  -1.555
C  -11.30  -27.92  -19.62  0.808
O  -10.82  -26.99  -18.65  -0.261
C  -11.69  -26.10  -18.18  0.257
O  -12.87  -26.07  -18.42  -0.096
O  -11.05  -25.22  -17.42  0.039
C  -11.82  -24.12  -16.95  0.250
H  -9.39  -27.92  -20.71  0.197
H  -10.45  -29.11  -21.17  0.447
H  -9.60  -29.25  -19.55  0.341
H  -11.94  -28.68  -19.18  -0.186
H  -11.87  -27.34  -20.35  -0.015
H  -11.43  -23.78  -15.99  -0.440
H  -12.86  -24.40  -16.82  0.156
H  -11.77  -23.25  -17.61  0.081
C  -14.67  -29.47  -17.38  -0.565
C  -15.59  -28.68  -18.30  0.345
O  -16.84  -28.41  -17.66  -0.179
C  -17.73  -29.39  -17.68  0.618
O  -17.53  -30.54  -17.99  -0.564
O  -18.89  -28.89  -17.28  -0.333
C  -20.01  -29.75  -17.40  -0.683
H  -14.91  -30.53  -17.26  0.449
H  -14.74  -29.04  -16.37  0.312
H  -13.63  -29.41  -17.72  -0.288
H  -15.78  -29.20  -19.23  0.562
H  -15.04  -27.75  -18.44  -0.490
H  -19.98  -30.29  -18.34  0.316
H  -20.90  -29.13  -17.34  0.234
H  -20.06  -30.50  -16.60  0.285
C  -15.95  -23.54  -19.96  -1.138
C  -15.57  -24.97  -20.25  0.208
O  -14.24  -25.03  -20.81  -0.116
C  -14.17  -25.06  -22.14  0.545
O  -15.09  -25.09  -22.91  -0.604
O  -12.88  -25.07  -22.46  -0.080
C  -12.51  -25.20  -23.84  -0.848
H  -15.35  -23.12  -19.15  -0.015
H  -17.03  -23.44  -19.80  0.462
H  -15.73  -22.91  -20.83  0.369
H  -16.28  -25.42  -20.94  0.503
H  -15.52  -25.54  -19.33  -0.235
H  -12.59  -26.24  -24.12  0.296
H  -11.52  -24.77  -23.92  0.210
H  -13.20  -24.63  -24.47  0.364
C  -15.69  -25.73  -15.40  -1.185
C  -14.74  -25.13  -14.39  0.337
O  -13.96  -26.19  -13.77  -0.385
C  -12.74  -25.93  -13.37  0.729
O  -11.95  -25.13  -13.83  -0.328
O  -12.44  -26.75  -12.35  -0.383
C  -11.15  -26.65  -11.77  -0.493
H  -16.03  -24.91  -16.04  0.342
H  -16.57  -26.20  -14.96  0.473
H  -15.15  -26.45  -16.01  0.070
H  -15.24  -24.61  -13.58  0.379
H  -14.06  -24.48  -14.94  -0.148
H  -11.27  -26.79  -10.70  0.305
H  -10.71  -25.67  -11.97  0.098
H  -10.48  -27.40  -12.20  0.225
C  -13.30  -20.57  -16.37  -0.959
C  -14.71  -21.13  -16.49  0.726
O  -15.06  -22.01  -15.41  -0.093
C  -15.52  -21.55  -14.27  0.680
O  -15.71  -22.26  -13.32  -0.611
O  -15.77  -20.23  -14.32  -0.349
C  -16.04  -19.59  -13.10  -0.798
H  -13.03  -20.28  -17.39  0.259
H  -12.58  -21.30  -16.01  0.133
H  -13.31  -19.65  -15.78  0.473
H  -14.77  -21.76  -17.38  -0.699
H  -15.43  -20.33  -16.61  0.474
H  -15.17  -19.10  -12.67  0.284
H  -16.50  -20.21  -12.34  0.325
H  -16.78  -18.80  -13.28  0.265
C  -8.40  -30.56  -24.42  -0.997
C  -9.60  -31.38  -24.00  -0.334
O  -9.29  -32.30  -22.97  -0.227
C  -9.18  -33.58  -23.32  0.722
O  -9.12  -34.00  -24.45  -0.574
O  -9.15  -34.32  -22.22  -0.317
C  -8.93  -35.70  -22.42  -0.675
H  -8.15  -29.81  -23.66  0.232
H  -8.74  -29.98  -25.29  0.345
H  -7.55  -31.17  -24.69  0.313
H  -9.98  -31.93  -24.87  0.383
H  -10.41  -30.75  -23.64  0.306
H  -8.66  -36.11  -21.45  0.220
H  -8.18  -35.91  -23.19  0.310
H  -9.85  -36.18  -22.76  0.300
C  -11.50  -32.27  -17.72  -0.808
C  -10.93  -32.32  -16.32  -0.319
O  -11.27  -31.15  -15.58  -0.364
C  -10.41  -30.12  -15.64  0.687
O  -9.28  -30.18  -16.03  -0.595
O  -11.03  -29.04  -15.18  -0.248
C  -10.31  -27.82  -15.44  -0.090
H  -10.96  -31.59  -18.38  0.137
H  -12.58  -32.16  -17.72  0.193
H  -11.24  -33.25  -18.17  0.406
H  -9.86  -32.54  -16.35  0.337
H  -11.40  -33.14  -15.78  0.336
H  -9.38  -27.81  -14.88  0.427
H  -10.96  -27.05  -15.03  -0.252
H  -10.15  -27.68  -16.50  0.200

***

2.
Below is 17 unconnected molecules or ions with the total composition C37H72Cl32IN6O5PS, with properties calculated with wB97M-V/def2-TZVPD.

E_HOMO	-7.7	eV
2S+1	1

Each line ends with the Mulliken charge.
Cartesian coordinates (Å):
C  -3.69  2.89  4.07  -0.606
C  -2.66  3.28  3.07  -0.464
C  -2.14  2.39  1.79  1.167
C  -0.57  1.97  2.15  -0.744
C  -0.42  0.65  3.10  0.377
N  0.97  0.76  3.77  -0.688
N  -0.33  -0.65  2.27  -0.095
N  -1.41  0.54  4.24  -0.282
N  -2.88  1.09  1.57  -0.773
I  -4.82  1.34  0.93  0.112
C  -2.19  3.42  0.48  0.063
O  -0.85  4.01  0.34  -0.155
C  -0.67  4.73  -0.93  -0.020
C  -0.65  3.82  -2.28  -1.360
C  -0.27  2.24  -2.06  1.529
C  0.80  1.78  -3.24  -0.542
C  0.36  0.27  -3.82  -0.448
C  0.88  -0.95  -2.84  -0.495
C  -0.20  -1.28  -1.60  0.675
C  0.20  -2.72  -0.88  -0.064
C  -1.13  -3.58  -0.37  0.116
O  -0.64  -4.58  0.60  -0.181
C  -1.67  -4.97  1.57  0.401
C  -2.09  -3.93  2.82  -0.140
O  -2.32  -6.15  1.59  -0.600
C  0.84  5.46  -0.82  0.667
C  2.08  4.40  -0.91  -0.062
S  3.57  4.89  0.18  -0.078
C  4.64  3.31  0.12  0.140
N  6.13  3.16  -0.11  -0.268
N  6.27  1.75  -0.07  -0.286
C  4.92  1.05  0.17  -0.113
O  3.86  2.08  0.31  0.054
P  -3.48  4.86  0.75  0.412
O  -4.00  5.38  -0.68  -0.645
H  -4.84  2.77  3.85  -0.077
H  -3.32  2.60  5.16  0.178
H  -2.14  4.34  3.26  0.289
H  0.06  1.72  1.16  -0.755
H  -0.03  2.93  2.60  0.364
H  0.84  1.60  4.41  0.383
H  1.15  -0.08  4.37  0.376
H  -0.58  -0.47  1.27  -0.317
H  0.71  -0.89  2.22  0.323
H  -1.92  -0.38  4.07  0.149
H  -0.92  0.48  5.16  0.310
H  -2.38  0.64  0.74  0.460
H  -2.51  2.81  -0.46  0.146
H  -1.42  5.62  -1.11  0.326
H  0.14  4.26  -3.03  0.348
H  -1.71  3.89  -2.80  0.196
H  -1.23  1.54  -2.22  0.369
H  0.15  1.96  -1.00  -1.305
H  0.77  2.50  -4.17  0.371
H  1.88  1.68  -2.82  0.145
H  0.79  0.12  -4.92  0.113
H  -0.82  0.20  -3.93  0.161
H  1.92  -0.64  -2.38  0.181
H  0.94  -1.93  -3.48  0.341
H  -0.08  -0.38  -0.85  -0.901
H  -1.32  -1.27  -1.96  0.231
H  0.77  -3.34  -1.72  0.202
H  0.90  -2.57  0.08  0.158
H  -1.58  -4.10  -1.33  -0.297
H  -1.95  -2.86  0.05  0.347
H  -3.16  -3.48  2.68  0.268
H  -1.94  -4.42  3.88  -0.051
H  -1.32  -3.05  2.75  -0.049
H  0.86  6.08  0.20  -0.064
H  0.89  6.28  -1.67  -0.404
H  2.53  4.35  -2.00  0.356
H  1.73  3.37  -0.49  -0.125
H  4.68  -0.10  0.22  0.322
H  -2.78  5.89  1.47  0.081
H  -4.68  4.38  1.44  0.153
C  -7.40  7.15  -0.42  -0.289
Cl  -7.87  5.48  -0.75  -0.147
Cl  -6.16  7.23  0.84  -0.122
H  -7.00  7.60  -1.34  0.234
H  -8.27  7.72  -0.09  0.318
C  -0.32  -5.22  6.71  -0.201
Cl  0.51  -4.86  8.23  -0.176
Cl  -0.46  -3.78  5.70  -0.047
H  0.25  -5.98  6.16  0.295
H  -1.32  -5.61  6.93  0.110
C  -1.53  -1.57  -6.60  -0.097
Cl  -1.44  -2.37  -5.03  0.007
Cl  0.04  -1.62  -7.43  -0.192
H  -2.27  -2.08  -7.22  -0.005
H  -1.82  -0.53  -6.45  0.272
C  2.46  -5.36  -0.28  1.807
Cl  3.56  -4.14  0.37  -0.154
Cl  2.88  -5.75  -1.95  -0.204
H  2.53  -6.26  0.33  -0.518
H  1.44  -4.97  -0.25  -0.881
C  0.53  -9.01  0.89  -0.248
Cl  1.63  -7.80  1.55  -0.188
Cl  0.94  -9.41  -0.78  -0.160
H  0.59  -9.92  1.50  0.330
H  -0.49  -8.62  0.92  0.237
C  4.97  -9.09  1.72  0.135
Cl  4.49  -10.76  1.39  -0.157
Cl  6.21  -9.02  2.98  -0.203
H  5.37  -8.65  0.80  0.258
H  4.09  -8.53  2.05  -0.050
C  1.80  9.29  -0.65  -0.099
Cl  1.38  8.33  0.78  -0.121
Cl  1.55  8.36  -2.13  -0.051
H  1.17  10.18  -0.68  0.354
H  2.85  9.58  -0.58  -0.087
C  5.91  9.56  0.65  -0.292
Cl  5.75  8.98  -1.01  -0.094
Cl  4.47  10.44  1.17  -0.142
H  6.06  8.70  1.32  0.264
H  6.78  10.22  0.72  0.306
C  -2.66  -5.94  -3.89  -0.498
Cl  -1.56  -4.72  -3.23  -0.014
Cl  -2.25  -6.34  -5.56  -0.151
H  -2.60  -6.84  -3.28  0.356
H  -3.68  -5.55  -3.86  0.276
C  4.62  0.32  4.32  -0.187
Cl  3.28  0.51  5.45  -0.153
Cl  4.40  -1.11  3.30  -0.104
H  4.68  1.20  3.68  0.094
H  5.55  0.22  4.88  0.366
C  3.31  8.29  -5.63  -0.327
Cl  4.15  8.14  -4.08  -0.080
Cl  2.70  6.72  -6.18  -0.148
H  2.48  8.98  -5.52  0.215
H  4.01  8.67  -6.38  0.335
C  -5.64  -2.71  -7.73  -0.281
Cl  -5.41  -1.02  -7.25  -0.146
Cl  -4.18  -3.67  -7.42  -0.102
H  -6.47  -3.13  -7.15  0.265
H  -5.87  -2.75  -8.79  0.295
C  -7.34  -0.04  4.15  -0.323
Cl  -7.11  1.64  4.63  -0.127
Cl  -5.89  -1.00  4.46  -0.102
H  -8.17  -0.47  4.73  0.346
H  -7.58  -0.08  3.08  0.223
C  -2.62  -8.42  5.55  -0.319
Cl  -1.80  -8.06  7.07  -0.152
Cl  -2.77  -6.97  4.55  -0.039
H  -2.05  -9.18  5.01  0.252
H  -3.62  -8.80  5.77  0.308
C  -1.12  7.04  -6.12  -0.449
Cl  -0.29  7.40  -4.59  0.004
Cl  -1.26  8.49  -7.12  -0.167
H  -0.54  6.29  -6.66  0.274
H  -2.12  6.66  -5.90  0.334
C  9.15  -11.17  2.26  0.285
Cl  8.67  -12.84  1.93  -0.156
Cl  10.39  -11.10  3.52  -0.162
H  9.54  -10.73  1.35  0.261
H  8.27  -10.61  2.59  -0.206

***

3.
Below is 7 unconnected molecules or ions with the total composition C37H72F12N3O9, with properties calculated with wB97M-V/def2-TZVPD.

E_HOMO	-4.9	eV
2S+1	1
net charge	-1

Each line ends with the Mulliken charge.
Cartesian coordinates (Å):
C  4.51  0.07  3.66  -0.664
C  5.66  0.04  2.70  -0.605
C  5.70  -1.21  1.75  -0.703
C  4.37  -1.63  1.10  0.605
N  4.34  -2.87  0.15  0.888
C  3.02  -2.99  -0.54  0.394
C  3.24  -3.97  -1.74  -0.858
C  4.76  -3.87  -1.99  -0.810
C  5.22  -2.70  -1.08  -0.705
C  4.61  -4.18  0.80  -0.946
H  3.57  0.24  3.17  -0.301
H  4.57  0.84  4.41  0.497
H  4.38  -0.95  4.12  0.288
H  6.57  -0.06  3.32  0.404
H  5.72  0.93  2.08  0.313
H  6.08  -2.04  2.38  0.385
H  6.51  -1.10  1.02  0.162
H  4.07  -0.76  0.58  -0.190
H  3.60  -1.83  1.85  -0.241
H  2.37  -3.22  0.23  0.500
H  2.71  -2.05  -0.97  -0.052
H  2.92  -4.98  -1.60  0.436
H  2.76  -3.50  -2.57  0.240
H  5.26  -4.79  -1.73  0.344
H  4.95  -3.57  -3.07  0.451
H  6.29  -2.71  -0.80  0.422
H  5.01  -1.74  -1.49  0.295
H  5.65  -4.22  1.05  0.352
H  4.31  -4.94  0.11  0.545
H  3.93  -4.29  1.63  0.036
C  -6.24  5.62  -0.87  -1.122
C  -6.15  4.17  -0.50  -0.713
C  -5.02  3.43  -1.34  -0.226
C  -3.66  3.99  -0.92  0.299
N  -2.58  3.98  -2.03  0.812
C  -1.87  2.65  -2.15  0.007
C  -0.64  2.92  -2.99  0.688
C  -0.16  4.23  -2.30  -0.746
C  -1.39  4.77  -1.50  -0.364
C  -3.02  4.55  -3.27  -1.207
H  -7.06  6.17  -0.37  0.397
H  -6.30  5.83  -1.94  0.275
H  -5.36  6.20  -0.52  0.270
H  -7.04  3.62  -0.61  0.552
H  -5.93  4.15  0.59  0.213
H  -5.23  3.75  -2.34  0.546
H  -5.04  2.31  -1.20  0.023
H  -3.22  3.46  -0.11  -0.884
H  -3.72  5.03  -0.61  0.299
H  -2.51  1.87  -2.58  0.395
H  -1.64  2.34  -1.13  -0.348
H  -0.87  3.07  -4.03  0.489
H  0.07  2.10  -2.91  -0.801
H  -0.05  5.02  -3.03  0.445
H  0.76  4.13  -1.69  0.290
H  -1.55  5.86  -1.65  0.493
H  -1.34  4.53  -0.42  0.066
H  -2.13  4.76  -3.84  0.516
H  -3.60  5.50  -3.13  0.301
H  -3.63  3.91  -3.86  0.259
C  1.43  3.08  0.86  -1.178
C  1.72  1.57  0.99  0.795
O  2.79  1.18  1.25  -0.434
N  0.62  0.83  0.97  2.289
H  -0.37  1.15  0.72  -1.194
H  1.38  0.23  -1.30  -0.007
C  0.64  -0.61  1.19  -0.119
H  0.31  3.17  0.85  -0.163
H  1.99  3.15  -0.07  0.465
H  1.96  3.58  1.68  0.233
H  1.63  -1.04  0.83  0.187
H  0.01  -1.04  0.38  0.186
H  0.39  -0.96  2.20  -0.756
C  0.91  -3.75  2.74  -0.670
O  1.33  -3.34  4.07  -0.411
O  1.84  -3.52  1.86  -0.893
C  0.68  -5.27  2.78  0.804
F  1.81  -5.91  3.08  -0.254
F  -0.32  -5.67  3.70  -0.357
F  0.11  -5.74  1.64  -0.276
C  0.43  -2.55  4.76  0.549
C  1.07  -1.94  6.04  -1.434
H  1.45  -2.76  6.59  0.451
H  1.90  -1.32  5.65  0.166
H  0.41  -1.30  6.64  0.351
H  -0.37  -3.17  5.15  0.239
H  0.02  -1.72  4.11  -0.225
H  -0.06  -3.27  2.58  0.437
C  -4.08  -0.14  -3.22  0.169
O  -4.80  -0.64  -2.12  -0.496
O  -2.80  0.24  -3.01  -0.897
C  -4.06  -1.28  -4.38  0.692
F  -3.59  -0.75  -5.56  -0.316
F  -3.20  -2.32  -4.11  -0.191
F  -5.29  -1.78  -4.63  -0.303
C  -4.13  -1.66  -1.47  0.627
C  -4.87  -2.99  -1.53  -1.642
H  -4.95  -3.40  -2.55  0.283
H  -4.26  -3.70  -1.01  0.416
H  -5.79  -2.88  -1.01  0.429
H  -4.02  -1.31  -0.48  0.561
H  -3.14  -1.73  -1.87  -0.481
H  -4.68  0.70  -3.71  0.070
C  -2.10  2.13  2.26  -0.686
O  -1.31  1.37  3.12  -0.120
O  -1.56  2.57  1.16  -0.688
C  -3.28  1.28  1.80  0.880
F  -3.14  0.48  0.74  -0.020
F  -3.78  0.61  2.87  -0.324
F  -4.38  2.08  1.39  -0.368
C  -0.40  2.16  3.87  -0.220
C  0.56  1.35  4.75  -0.457
H  1.38  0.96  4.16  -0.336
H  1.00  2.07  5.47  0.503
H  0.06  0.59  5.37  0.092
H  -1.00  2.84  4.52  0.521
H  0.19  2.80  3.23  0.048
H  -2.54  2.88  3.00  0.013
C  1.61  -0.30  -3.14  -0.634
O  1.37  -1.61  -2.81  0.109
O  1.28  0.65  -2.21  -0.158
C  3.10  -0.16  -3.46  0.806
F  3.40  0.84  -4.22  -0.272
F  3.76  0.12  -2.28  -0.293
F  3.66  -1.31  -3.90  -0.293
C  0.07  -2.11  -3.10  0.086
C  -0.14  -3.22  -2.18  -1.339
H  -0.13  -2.94  -1.11  0.063
H  -1.12  -3.70  -2.37  0.506
H  0.56  -4.01  -2.28  0.474
H  -0.10  -2.47  -4.13  0.185
H  -0.72  -1.27  -2.99  0.012
H  1.09  0.01  -4.11  0.504

***

| no. | energy (eV) | frontier orbital gap (Ha) | strongest force on any atom (eV/A) |
| --- | --- | --- | --- |
| 1 | -105566.2552 | 0.3759 | 1.77 |
| 2 | -487638.5086 | 0.2605 | 8.72 |
| 3 | -95042.4351 | 0.2593 | 5.86 |